Below is a 2-piece molecular cluster, C2H8N2O overall, with properties calculated with ωB97M-V with the def2-TZVPD basis set.

The geometry in XYZ format:
```
13
Properties=species:S:1:pos:R:3
C -1.228 0.828 0.147
C -0.826 0.232 -1.021
N 0.216 0.669 -1.796
H -0.972 1.870 0.303
H -2.219 0.600 0.512
H -1.198 -0.749 -1.284
H 0.814 -0.037 -2.194
H 0.713 1.477 -1.459
N 0.894 -0.716 0.976
O 1.330 -1.636 1.994
H 1.576 0.042 1.058
H -0.115 -0.088 1.079
H 1.015 -2.493 1.684
```

Properties
SMILES: C=CN.NO
Total energy in a.u.: -265.62149
HOMO in eV: -8.003
E_LUMO in eV: 1.04
ΔE to the lowest compared entry with this formula, charge and spin in kcal/mol: 101.4
HOMO-LUMO gap in eV: 9.044
Net charge: 0
Spin multiplicity: 1
Maximum force in eV/Å: 3.811